Entry 1:
A cluster of 2 separate species, CHN4O in total in a non-equilibrium geometry. Source: the OMol25 dataset; level of theory: the ωB97M-V functional and the def2-TZVPD basis.

Summary:
Multiplicity = 1
Energy = -9057.3882 eV
Energy above the lowest of the compared OMol25 structures with the same formula, charge and spin = 49.1 kcal per mole
LUMO energy = 4.6159 eV
HOMO-LUMO gap = 7.483 eV
Molar mass = 85.05 g mol⁻¹
HOMO energy = -0.1054 Eh
Net charge = -1

Each line ends with the Löwdin charge.
Positions of all 7 atoms, in Å:
C  1.563  0.801  -0.096  -0.134
N  -2.096  0.813  0.088  0.037
N  -1.397  -0.103  0.184  -0.281
N  2.293  1.623  0.154  0.004
N  -0.570  -0.937  -0.026  -0.281
O  -0.587  -2.266  0.054  -0.340
H  0.793  0.070  -0.358  -0.005

Forces on the atoms, in the same order (eV/Å):
C -1.337 -1.246 -0.945
N -0.273 0.547 0.553
N -1.769 -0.212 -0.452
N 1.993 2.023 0.743
N 2.325 -0.684 -0.560
O -0.827 0.059 0.376
H -0.112 -0.486 0.284



Entry 2:
The molecule C2H3N3O in a non-equilibrium geometry. Source: the OMol25 dataset; level of theory: the ωB97M-V functional and the def2-TZVPD basis.

Summary:
Multiplicity = 1
Energy = -8637.9643 eV
Energy above the lowest of the compared OMol25 structures with the same formula, charge and spin = 58.3 kcal per mole
LUMO energy = 0.6539 eV
HOMO-LUMO gap = 9.534 eV
Molar mass = 85.07 g mol⁻¹
HOMO energy = -0.3263 Eh
Net charge = 0

Each line ends with the Löwdin charge.
Positions of all 9 atoms, in Å:
H  2.032  -1.590  0.162  0.057
N  1.716  -0.732  0.679  0.098
C  0.659  -0.155  0.284  -0.536
N  -0.017  0.880  1.052  0.169
C  -1.095  1.056  0.364  -0.161
O  -1.260  0.323  -0.780  -0.004
N  -0.116  -0.450  -0.780  0.060
H  -1.897  1.675  0.681  0.125
H  -0.022  -1.007  -1.661  0.192

Forces on the atoms, in the same order (eV/Å):
H -0.699 1.396 0.305
N 0.654 -0.726 -0.106
C 1.230 -0.517 1.539
N -0.833 -0.823 -2.213
C 1.378 -0.684 0.561
O -0.633 1.028 0.836
N -0.674 -1.079 -2.341
H -0.641 0.449 -0.247
H 0.219 0.955 1.666



Among the records above, which one has the lowest net charge? CHN4O